No. 1
DFT (wB97M-V/def2-TZVPD) results for C25H23BBiF5N4Si as an isolated structure.

The geometry in ORCA input format:
```
! wB97M-V def2-TZVPD RIJCOSX def2/J DEFGRID3
* xyz 0 1
Bi 1.7396 0.0053 -1.0488
C 1.4255 1.6052 3.3508
Si 1.2361 -0.0112 2.4169
C 1.5045 -1.6043 3.3747
C -0.6018 -0.0727 2.0770
N 2.3700 0.0082 1.0492
C 3.7588 0.0514 1.3620
C 4.2496 0.0729 2.6837
C 5.5994 0.1189 2.9925
C 6.5589 0.1463 1.9924
C 6.1261 0.1263 0.6795
C 4.7791 0.0805 0.4082
F 4.4295 0.0625 -0.9147
H 0.7590 1.6291 4.2198
H 1.1155 2.4127 2.6774
H 2.4377 1.8313 3.6921
H 0.8674 -1.6297 4.2655
H 2.5326 -1.7982 3.6862
H 1.1943 -2.4319 2.7265
H -1.0423 -0.1329 3.0807
H -0.9212 -0.9632 1.5256
H -1.0077 0.8204 1.5915
H 3.5518 0.0559 3.5063
H 5.8947 0.1332 4.0349
H 7.6142 0.1825 2.2242
H 6.8160 0.1466 -0.1555
N -8.5713 -0.0319 -2.4567
C -7.4389 -0.0354 -2.2556
C -6.0213 -0.0430 -1.9843
C -5.1099 0.3518 -2.9589
C -3.7547 0.3510 -2.6759
C -3.3047 -0.0535 -1.4243
C -4.2152 -0.4617 -0.4528
C -5.5714 -0.4500 -0.7281
C -1.8476 -0.0446 -1.1189
C -1.2150 -1.2848 -1.0360
C -1.8189 -2.5508 -1.1926
C -0.8340 -3.5075 -1.0261
C 0.3551 -2.8108 -0.7898
N 0.1409 -1.4898 -0.7853
C -1.2548 1.2077 -0.9589
C -1.9096 2.4560 -0.9484
C -0.9509 3.4300 -0.7284
C 0.2699 2.7603 -0.6080
N 0.0995 1.4374 -0.7313
H -5.4624 0.6539 -3.9362
H -3.0285 0.6481 -3.4265
H -3.8599 -0.7769 0.5212
H -6.2875 -0.7578 0.0236
H -2.8634 -2.7189 -1.4111
H -0.9395 -4.5805 -1.0842
H 1.3496 -3.2159 -0.6334
H -2.9695 2.6071 -1.0842
H -1.0949 4.4980 -0.6657
H 1.2534 3.1843 -0.4332
F 1.3021 -1.1361 -3.5917
B 0.7653 0.0795 -4.1468
F -0.5134 0.2784 -3.5554
F 1.6178 1.1393 -3.6919
F 0.6964 0.0222 -5.5229
*
```

Computed properties:
Orbital gap ... 0.2525 hartree
HOMO ... -8.7 eV
Energy above the lowest of the compared OMol25 structures with the same formula, charge and spin ... 11.3 kcal/mol

---

No. 2
DFT (wB97M-V/def2-TZVPD) results for C5H10AgO3 as an isolated structure.

The geometry in ORCA input format:
```
! wB97M-V def2-TZVPD RIJCOSX def2/J DEFGRID3
* xyz 0 2
O 3.4351 0.8068 -0.6600
C 0.2571 2.7970 0.1632
C -0.6667 1.8560 0.4339
O -1.2913 1.1886 -0.5445
C -1.8023 -0.1048 -0.2306
C -0.7985 -1.1615 -0.6279
O 0.4361 -0.9348 0.0641
C 1.1210 -2.1335 0.4419
Ag 1.6667 0.7151 -0.2220
H 0.4022 3.1655 -0.8557
H 0.7753 3.2816 0.9901
H -0.8670 1.5233 1.4595
H -2.7207 -0.2388 -0.8135
H -2.0405 -0.1859 0.8398
H -0.6123 -1.1438 -1.7114
H -1.1922 -2.1491 -0.3533
H 2.0574 -1.8390 0.9291
H 0.4992 -2.7030 1.1443
H 1.3414 -2.7397 -0.4470
*
```

Computed properties:
<S²> ... 0.76
Orbital gap (alpha / beta) ... 0.3184 / 0.3011 hartree
HOMO (alpha / beta) ... -8.1 / -7.6 eV
Energy above the lowest of the compared OMol25 structures with the same formula, charge and spin ... 38.0 kcal/mol

---

No. 3
DFT (wB97M-V/def2-TZVPD) results for a 12-piece molecular cluster, C16H56N10O12 overall.

The geometry in ORCA input format:
```
! wB97M-V def2-TZVPD RIJCOSX def2/J DEFGRID3
* xyz 0 1
N -0.5690 -1.8243 -1.6572
C 0.5630 -1.7253 -2.2252
N 0.4230 -2.0913 -3.4322
O 1.7930 -1.3793 -1.7152
H -0.6740 -1.2753 -0.7582
H -1.3930 -2.0693 -2.1532
H 1.3800 -2.0923 -3.8562
H -0.2650 -2.7773 -3.7852
N -0.9820 2.6787 2.6248
C -1.1390 3.9667 2.4448
N -2.3140 4.3437 2.8338
O -0.1580 4.7717 2.0558
H -0.8230 2.2957 1.6548
H -0.0210 2.5607 3.0068
H -2.4720 5.3387 2.9218
H -3.1150 3.7537 2.8918
N -0.4430 -3.1783 0.7028
C -1.5290 -3.8963 0.8688
N -1.3610 -4.7673 1.8468
O -2.6400 -3.6793 0.1578
H -0.5280 -2.8033 -0.2442
H 0.4620 -3.2823 1.1998
H -2.1940 -5.2843 2.1198
H -0.4800 -5.2143 1.8798
N 3.4120 -2.2503 0.4938
C 4.2670 -3.1113 -0.0672
N 5.3520 -3.3683 0.6448
O 4.0410 -3.7063 -1.3192
H 2.7380 -1.7553 -0.0842
H 3.7660 -1.6473 1.2148
H 6.1070 -3.8363 0.1348
H 5.6010 -3.0593 1.6018
N -0.9470 -0.5603 0.7458
C 0.0030 0.2857 0.7518
N -0.3050 1.4597 0.2408
O 1.2720 -0.0193 1.3198
H -0.8140 -1.4983 1.1118
H -1.8710 -0.2643 0.4908
H 0.4620 2.1777 0.2788
H -0.8340 1.4927 -0.6472
C 4.4670 0.0577 2.4698
C 4.8900 1.5107 2.3498
O 6.1370 1.6877 2.9228
H 3.4690 0.0567 1.9018
H 4.2360 -0.1423 3.4838
H 5.1510 -0.6383 1.9738
H 4.1070 2.1067 2.7518
H 4.9490 1.9427 1.3358
H 6.2940 2.5767 3.2388
C -0.9240 3.7237 -2.4032
C -2.1060 2.7137 -2.5422
O -1.7470 1.4237 -2.1752
H -0.1080 3.5667 -3.1772
H -0.4920 3.5917 -1.4632
H -1.2870 4.7467 -2.4462
H -2.5010 2.7687 -3.5802
H -2.9380 3.1047 -1.9572
H -1.4670 0.9207 -2.9952
C 1.7460 1.2837 -3.2052
C 1.1470 0.9417 -4.5472
O 2.2350 1.0977 -5.3992
H 2.1580 2.2807 -3.2552
H 2.6080 0.7227 -2.9022
H 0.9990 1.4637 -2.4222
H 0.3270 1.5757 -4.8052
H 0.8450 -0.0763 -4.6352
H 2.1410 0.6097 -6.1892
C -3.6840 -2.0593 3.0208
C -2.3600 -2.1963 3.6918
O -2.4160 -1.3213 4.7838
H -4.5260 -2.5383 3.5598
H -3.6360 -2.6263 2.1178
H -3.9440 -1.0433 2.7408
H -1.4920 -1.9413 3.1068
H -2.1560 -3.2673 4.0878
H -2.0410 -1.8183 5.5068
C -3.7780 -2.6613 -2.9472
O -3.2930 -1.6793 -2.0802
H -3.6420 -3.6853 -2.6032
H -3.2490 -2.5003 -3.8882
H -4.7940 -2.4583 -3.1852
H -3.6730 -1.9163 -1.2352
C 2.5170 2.4997 -0.0352
O 1.4990 3.4687 0.1118
H 2.1590 1.5887 -0.4322
H 2.9630 2.4407 0.9738
H 3.3620 2.8357 -0.7012
H 1.7400 3.9907 0.8888
C -4.0940 1.6017 0.3488
O -3.6180 0.5017 1.0728
H -3.3780 2.3927 0.4108
H -5.0040 2.0267 0.7618
H -4.2410 1.2847 -0.6292
H -3.3320 0.7537 1.9298
*
```

Computed properties:
Orbital gap ... 0.3166 hartree
HOMO ... -8.2 eV
Energy above the lowest of the compared OMol25 structures with the same formula, charge and spin ... 111.4 kcal/mol
SMILES ... NC(N)=O.NC(N)=O.NC(N)=O.NC(N)=O.NC(N)=O.CCO.CCO.CCO.CCO.CO.CO.CO

---

No. 4
DFT (wB97M-V/def2-TZVPD) results for C26H40INbOP as an isolated structure.

The geometry in ORCA input format:
```
! wB97M-V def2-TZVPD RIJCOSX def2/J DEFGRID3
* xyz -1 1
C -0.1005 -2.5944 1.5835
C -0.9887 -1.3525 1.3290
C -1.3255 -1.0824 -0.1759
I -2.4483 -2.7055 -1.0798
Nb 0.6323 -0.5585 -1.3170
C 2.7172 -0.1678 -2.1950
C 3.6149 0.5401 -1.1443
C 4.0596 -0.4898 -0.0657
O 4.7173 1.2603 -1.7276
P -0.3018 -1.2766 -3.5755
C 0.1888 -3.0260 -4.0460
C 0.1696 -0.0736 -4.9514
H -0.3102 -2.9681 2.6033
H 0.9701 -2.3717 1.5527
H -0.3257 -3.4248 0.9055
H -1.8965 -1.4655 1.9473
H -0.4432 -0.4813 1.7110
H -1.9033 -0.1441 -0.1833
H 0.0622 1.1305 -1.6951
H 1.2588 0.0861 0.2892
H 1.1904 -2.2665 -0.9545
H 2.5958 0.4405 -3.1074
H 3.1763 -1.1418 -2.4290
H 2.9724 1.2786 -0.6372
H 3.9193 -1.5261 -0.3998
H 3.4657 -0.3702 0.8446
H 5.1293 -0.3531 0.1481
H 4.8276 2.0184 -1.1716
H 0.7477 -3.0588 -4.9934
H 0.7866 -3.4334 -3.2239
H -0.6752 -3.6936 -4.1803
H 0.6958 0.7566 -4.4695
H 0.8354 -0.5225 -5.7024
H -0.7080 0.3067 -5.4902
C 4.6509 2.9434 -7.5669
C 4.6500 2.7867 -6.1861
C 4.3153 1.5611 -5.6243
C 3.9902 0.4885 -6.4450
C 3.9943 0.6436 -7.8258
C 4.3206 1.8720 -8.3873
H 4.9086 3.9006 -8.0039
H 4.9093 3.6210 -5.5464
H 4.3085 1.4414 -4.5470
H 3.7335 -0.4679 -6.0067
H 3.7420 -0.1937 -8.4651
H 4.3185 1.9940 -9.4637
C -3.1832 -2.3555 6.6903
C -4.2466 -1.5307 7.0369
C -5.1500 -1.1181 6.0661
C -4.9965 -1.5378 4.7509
C -3.9360 -2.3649 4.4048
C -3.0262 -2.7704 5.3732
H -2.4758 -2.6739 7.4460
H -4.3693 -1.2071 8.0634
H -5.9734 -0.4677 6.3335
H -5.7024 -1.2181 3.9948
H -3.8168 -2.6912 3.3789
H -2.1958 -3.4095 5.1013
C -3.0784 3.7468 6.2323
C -3.5048 4.3347 5.0481
C -3.7624 3.5457 3.9339
C -3.6021 2.1674 4.0066
C -3.1790 1.5794 5.1915
C -2.9131 2.3688 6.3031
H -2.8741 4.3623 7.0999
H -3.6353 5.4085 4.9930
H -4.0880 4.0044 3.0087
H -3.8061 1.5515 3.1396
H -3.0550 0.5059 5.2478
H -2.5779 1.9097 7.2250
*
```

Computed properties:
Orbital gap ... 0.2355 hartree
HOMO ... -4.1 eV

---

Please write out number 4 again, unchanged.
DFT (wB97M-V/def2-TZVPD) results for C26H40INbOP as an isolated structure.

The geometry in ORCA input format:
```
! wB97M-V def2-TZVPD RIJCOSX def2/J DEFGRID3
* xyz -1 1
C -0.1005 -2.5944 1.5835
C -0.9887 -1.3525 1.3290
C -1.3255 -1.0824 -0.1759
I -2.4483 -2.7055 -1.0798
Nb 0.6323 -0.5585 -1.3170
C 2.7172 -0.1678 -2.1950
C 3.6149 0.5401 -1.1443
C 4.0596 -0.4898 -0.0657
O 4.7173 1.2603 -1.7276
P -0.3018 -1.2766 -3.5755
C 0.1888 -3.0260 -4.0460
C 0.1696 -0.0736 -4.9514
H -0.3102 -2.9681 2.6033
H 0.9701 -2.3717 1.5527
H -0.3257 -3.4248 0.9055
H -1.8965 -1.4655 1.9473
H -0.4432 -0.4813 1.7110
H -1.9033 -0.1441 -0.1833
H 0.0622 1.1305 -1.6951
H 1.2588 0.0861 0.2892
H 1.1904 -2.2665 -0.9545
H 2.5958 0.4405 -3.1074
H 3.1763 -1.1418 -2.4290
H 2.9724 1.2786 -0.6372
H 3.9193 -1.5261 -0.3998
H 3.4657 -0.3702 0.8446
H 5.1293 -0.3531 0.1481
H 4.8276 2.0184 -1.1716
H 0.7477 -3.0588 -4.9934
H 0.7866 -3.4334 -3.2239
H -0.6752 -3.6936 -4.1803
H 0.6958 0.7566 -4.4695
H 0.8354 -0.5225 -5.7024
H -0.7080 0.3067 -5.4902
C 4.6509 2.9434 -7.5669
C 4.6500 2.7867 -6.1861
C 4.3153 1.5611 -5.6243
C 3.9902 0.4885 -6.4450
C 3.9943 0.6436 -7.8258
C 4.3206 1.8720 -8.3873
H 4.9086 3.9006 -8.0039
H 4.9093 3.6210 -5.5464
H 4.3085 1.4414 -4.5470
H 3.7335 -0.4679 -6.0067
H 3.7420 -0.1937 -8.4651
H 4.3185 1.9940 -9.4637
C -3.1832 -2.3555 6.6903
C -4.2466 -1.5307 7.0369
C -5.1500 -1.1181 6.0661
C -4.9965 -1.5378 4.7509
C -3.9360 -2.3649 4.4048
C -3.0262 -2.7704 5.3732
H -2.4758 -2.6739 7.4460
H -4.3693 -1.2071 8.0634
H -5.9734 -0.4677 6.3335
H -5.7024 -1.2181 3.9948
H -3.8168 -2.6912 3.3789
H -2.1958 -3.4095 5.1013
C -3.0784 3.7468 6.2323
C -3.5048 4.3347 5.0481
C -3.7624 3.5457 3.9339
C -3.6021 2.1674 4.0066
C -3.1790 1.5794 5.1915
C -2.9131 2.3688 6.3031
H -2.8741 4.3623 7.0999
H -3.6353 5.4085 4.9930
H -4.0880 4.0044 3.0087
H -3.8061 1.5515 3.1396
H -3.0550 0.5059 5.2478
H -2.5779 1.9097 7.2250
*
```

Computed properties:
Orbital gap ... 0.2355 hartree
HOMO ... -4.1 eV